(1)
This record from OMol25 describes a cluster of 5 separate species, C12H14Cl16N3O3P in total. The level of theory is ωB97M-V with the def2-TZVPD basis set.

Results
HOMO ... -10.159 eV
Maximum force ... 1.2 eV Å⁻¹
Gap between HOMO and LUMO ... 10.16 eV
SMILES ... CCCN[C@@H](C#N)[C@@H](C#N)CP(=O)(O)O.ClC(Cl)(Cl)Cl.ClC(Cl)(Cl)Cl.ClC(Cl)(Cl)Cl.ClC(Cl)(Cl)Cl

Last column: natural (NBO) charge in e.
Positions of all 49 atoms, in Å:
C: 2.33532 0.67096 4.09965  -0.61
C: 1.47569 -0.34813 3.34414  -0.41
C: 1.07173 0.15310 1.95841  -0.22
N: 0.39993 -0.89385 1.19402  -0.61
C: 0.71300 -0.90747 -0.21831  -0.15
C: 0.27495 0.33757 -0.86330  0.25
N: 0.01100 1.23990 -1.52255  -0.27
C: 2.21768 -1.20213 -0.55406  -0.33
C: 2.34010 -2.66822 -0.60756  0.27
N: 2.40395 -3.81040 -0.71307  -0.30
C: 2.74369 -0.64193 -1.90354  -0.83
P: 3.62571 0.94930 -1.83918  2.35
O: 3.08944 1.98976 -2.71523  -1.07
O: 3.68623 1.39936 -0.30274  -1.00
O: 5.14393 0.60438 -2.17927  -0.97
H: 2.02702 0.77283 5.13761  0.22
H: 2.27066 1.64865 3.61894  0.21
H: 3.38832 0.39352 4.08887  0.21
H: 2.00767 -1.29482 3.22391  0.19
H: 0.55778 -0.55070 3.89715  0.21
H: 1.95018 0.55365 1.44625  0.17
H: 0.38585 0.99125 2.11532  0.20
H: 0.50416 -1.80891 1.61008  0.38
H: 0.13261 -1.71516 -0.66771  0.27
H: 2.85697 -0.88328 0.26949  0.27
H: 3.47183 -1.36354 -2.27964  0.26
H: 1.97290 -0.57556 -2.66813  0.28
H: 2.92739 1.97873 -0.13359  0.52
H: 5.45179 -0.19302 -1.72358  0.50
Cl: -2.29971 -0.88808 0.04737  0.06
C: -3.93729 -0.81276 -0.61538  -0.23
Cl: -4.41341 -2.41602 -1.19859  0.04
Cl: -5.05944 -0.29822 0.64466  0.06
Cl: -3.98691 0.33192 -1.95304  0.07
Cl: 8.10025 2.13136 -0.71063  0.04
C: 7.33697 3.72749 -0.64657  -0.23
Cl: 6.77159 4.03335 1.00154  0.05
Cl: 8.52414 4.95642 -1.09522  0.06
Cl: 5.97491 3.77730 -1.75645  0.08
Cl: -6.40355 -3.21772 3.07981  0.06
C: -7.89181 -2.37144 2.64643  -0.23
Cl: -9.23138 -2.99870 3.60946  0.06
Cl: -7.69660 -0.64408 2.96368  0.05
Cl: -8.22819 -2.61549 0.93092  0.06
Cl: -6.75366 -0.68811 -3.60226  0.06
C: -7.81015 0.45639 -4.42919  -0.23
Cl: -8.57788 -0.33090 -5.81183  0.06
Cl: -9.05308 1.02396 -3.30983  0.06
Cl: -6.85327 1.83117 -4.99135  0.06

(2)
This record from OMol25 describes a cluster of 8 separate species, C21H41Cl6N3O9 in total. The level of theory is ωB97M-V with the def2-TZVPD basis set.

Results
ΔE to the lowest compared entry with this formula, charge and spin ... 0.0 kcal/mol
HOMO ... -9.126 eV
Maximum force ... 1.2 eV Å⁻¹
Gap between HOMO and LUMO ... 9.43 eV
SMILES ... O=C1OCCO1.O=C1OCCO1.CNC(C)=O.CNC(C)=O.CNC(C)=O.ClCCCl.ClCCCl.ClCCCl

Last column: Mulliken charge in e.
Positions of all 80 atoms, in Å:
O: -10.37151 -17.46920 -11.65025  -0.45
C: -10.98240 -16.85939 -10.84143  0.67
O: -12.33913 -16.81796 -10.77838  -0.34
C: -12.74357 -16.11346 -9.61067  -0.30
C: -11.44975 -15.43549 -9.13641  -0.37
O: -10.43697 -16.19808 -9.80302  -0.34
H: -13.50665 -15.38369 -9.86751  0.34
H: -13.13158 -16.80435 -8.86114  0.27
H: -11.25456 -15.50983 -8.06977  0.24
H: -11.38687 -14.38748 -9.43181  0.31
O: -10.13021 -21.06476 -10.44327  -0.33
C: -11.15082 -20.71656 -10.94106  0.51
O: -12.11253 -20.03980 -10.27578  -0.28
C: -13.29718 -20.03904 -11.07661  -0.30
C: -12.72075 -20.19587 -12.48194  -0.29
O: -11.48522 -20.87542 -12.23342  -0.36
H: -13.98751 -20.84338 -10.81590  0.34
H: -13.80686 -19.08960 -10.94128  0.18
H: -12.51980 -19.22280 -12.93565  0.20
H: -13.31009 -20.78264 -13.17996  0.32
C: -7.66770 -17.34200 -5.95484  -0.82
N: -8.73690 -18.22578 -5.53247  -0.13
C: -9.74159 -18.71586 -6.30235  0.20
C: -9.61384 -18.51362 -7.77681  0.37
O: -10.66449 -19.34686 -5.81110  -0.70
H: -7.00688 -17.83985 -6.66782  0.21
H: -7.07769 -17.06238 -5.08796  0.33
H: -8.04372 -16.43223 -6.42836  0.31
H: -8.86580 -18.35592 -4.54228  0.29
H: -10.54652 -18.20357 -8.25408  -0.24
H: -9.37295 -19.44022 -8.30322  -0.26
H: -8.87766 -17.76292 -8.06240  0.47
C: -3.19695 -21.78856 -8.67123  -0.51
N: -2.34057 -21.40297 -7.56008  -0.16
C: -2.67804 -20.75366 -6.41411  0.53
C: -4.12571 -20.43410 -6.17261  -0.56
O: -1.83217 -20.45323 -5.58961  -0.66
H: -4.20595 -22.00549 -8.34574  0.05
H: -2.76048 -22.65903 -9.15994  0.31
H: -3.24886 -21.00721 -9.44008  0.26
H: -1.35259 -21.49785 -7.72744  0.23
H: -4.28637 -20.40809 -5.10016  0.34
H: -4.82307 -21.15313 -6.60788  0.07
H: -4.42693 -19.48942 -6.62853  0.12
C: -8.02462 -16.00840 -14.41640  -0.75
N: -7.61064 -14.87243 -15.23815  -0.17
C: -6.65513 -13.99667 -14.80265  0.57
C: -6.18378 -12.99083 -15.81734  -0.92
O: -6.24957 -13.98330 -13.65853  -0.61
H: -7.19712 -16.36780 -13.80982  0.27
H: -8.36867 -16.79232 -15.08848  0.36
H: -8.85148 -15.76864 -13.74694  0.15
H: -7.67295 -15.00001 -16.23286  0.27
H: -6.67938 -13.00936 -16.78219  0.31
H: -5.10077 -13.09593 -15.92495  0.26
H: -6.29066 -12.00197 -15.36485  0.26
Cl: -8.02438 -22.83095 -5.40782  -0.21
C: -8.49479 -22.89592 -7.13197  0.19
C: -9.96802 -22.63851 -7.32778  0.29
Cl: -10.93513 -24.02781 -6.70044  -0.22
H: -8.19784 -23.87336 -7.49328  0.29
H: -7.92205 -22.11482 -7.63348  -0.27
H: -10.23494 -22.46012 -8.36221  -0.30
H: -10.27440 -21.82582 -6.67593  0.18
Cl: -5.74729 -23.68085 -10.70280  -0.11
C: -6.29654 -25.35174 -10.43120  -0.60
C: -7.67862 -25.57224 -10.96807  -0.53
Cl: -8.86279 -24.57601 -10.11323  -0.06
H: -6.28919 -25.54689 -9.36151  0.29
H: -5.58612 -26.01959 -10.91235  0.38
H: -7.93043 -26.61894 -10.77974  0.31
H: -7.74955 -25.41263 -12.03984  0.35
Cl: -6.45259 -18.70198 -12.42132  -0.26
C: -7.60521 -19.48105 -11.29084  -0.05
C: -6.94507 -20.45763 -10.35969  0.18
Cl: -6.10941 -19.67362 -8.99876  -0.14
H: -8.34851 -20.02136 -11.87294  0.19
H: -8.12546 -18.65655 -10.81132  -0.13
H: -6.24043 -21.04821 -10.93156  0.41
H: -7.72953 -21.07583 -9.93144  -0.24

(3)
This record from OMol25 describes the molecule C4H8O2. The level of theory is ωB97M-V with the def2-TZVPD basis set.

Results
ΔE to the lowest compared entry with this formula, charge and spin ... 46.1 kcal/mol
HOMO ... -9.077 eV
Maximum force ... 0.5 eV Å⁻¹
Gap between HOMO and LUMO ... 9.91 eV
SMILES ... C[C@@]1(O)C[C@H]1O

Last column: natural (NBO) charge in e.
Positions of all 14 atoms, in Å:
C: 1.13171 0.73346 -0.80621  -0.63
C: 0.08868 -0.30308 -0.41533  0.22
O: -0.37991 -0.99545 -1.54493  -0.70
C: -0.02338 -1.02905 0.92123  -0.48
C: -0.91435 0.13038 0.61369  0.05
O: -0.68539 1.28475 1.36000  -0.70
H: 1.80997 0.36045 -1.57943  0.23
H: 1.71193 1.09809 0.04358  0.23
H: 0.61629 1.60451 -1.23912  0.21
H: -0.54465 -1.90078 -1.26108  0.47
H: -0.56484 -1.97640 0.98917  0.22
H: 0.74872 -0.93329 1.67772  0.23
H: -1.95418 -0.10206 0.38152  0.17
H: -1.04059 2.02846 0.85919  0.47

(4)
This record from OMol25 describes a cluster of 2 separate species, CH2N2O3S in total. The level of theory is ωB97M-V with the def2-TZVPD basis set.

Results
ΔE to the lowest compared entry with this formula, charge and spin ... 28.6 kcal/mol
HOMO ... 1.247 eV
Maximum force ... 3.4 eV Å⁻¹
Total charge ... -2
Gap between HOMO and LUMO ... 4.55 eV

Last column: natural (NBO) charge in e.
Positions of all 9 atoms, in Å:
C: -2.37216 -1.14772 -0.02330  0.83
N: -2.08748 0.26984 0.24759  -0.78
N: 3.96177 0.10928 -0.14150  -1.49
O: -2.56948 -1.45857 -1.17892  -0.74
O: -2.56938 -1.84005 0.97538  -0.76
O: -1.18387 2.57853 -0.40229  -0.93
S: -0.96852 1.08819 -0.46176  1.36
H: 4.38511 0.86687 0.50274  0.24
H: 3.40402 -0.46637 0.48207  0.27

(5)
This record from OMol25 describes a structure of composition C5H7N. The level of theory is ωB97M-V with the def2-TZVPD basis set.

Results
ΔE to the lowest compared entry with this formula, charge and spin ... 89.1 kcal/mol
HOMO ... -8.476 eV
Maximum force ... 0.4 eV Å⁻¹
Gap between HOMO and LUMO ... 9.26 eV

Last column: natural (NBO) charge in e.
Positions of all 13 atoms, in Å:
C: 1.84601 -0.06286 -0.12908  -0.64
C: 0.36205 0.04299 0.02938  0.09
C: -0.46083 1.11145 0.21273  -0.24
C: -1.81762 0.66445 0.26535  -0.36
C: -1.95426 -0.70903 0.22210  -0.22
N: -0.48370 -1.07268 -0.03478  -0.62
H: 2.29721 -0.72627 0.61874  0.22
H: 2.13218 -0.43725 -1.11908  0.22
H: 2.30145 0.92327 -0.00525  0.23
H: -0.12264 2.14005 0.27716  0.22
H: -2.66949 1.33019 0.35202  0.22
H: -1.25778 -1.19603 -0.89070  0.43
H: -0.17259 -2.00826 0.20142  0.43

(6)
This record from OMol25 describes the molecule C6H10O. The level of theory is ωB97M-V with the def2-TZVPD basis set.

Results
ΔE to the lowest compared entry with this formula, charge and spin ... 75.5 kcal/mol
HOMO ... -8.462 eV
Maximum force ... 0.4 eV Å⁻¹
Gap between HOMO and LUMO ... 8.60 eV

Last column: natural (NBO) charge in e.
Positions of all 17 atoms, in Å:
C: 1.29633 1.05834 -1.16934  -0.62
C: 0.31553 -0.05492 -0.84717  0.09
O: 0.97632 -0.91391 0.07646  -0.54
C: 0.07719 -1.72062 0.81686  -0.29
C: -1.00905 -1.06679 1.57175  0.17
C: -0.94393 0.39075 1.29656  -0.58
C: -0.99591 0.49250 -0.24545  -0.43
H: 2.24815 0.64594 -1.51455  0.22
H: 1.48718 1.65415 -0.26978  0.21
H: 0.89409 1.71795 -1.94511  0.21
H: 0.08763 -0.62638 -1.76176  0.17
H: -0.38719 -2.50016 0.18265  0.22
H: 0.67663 -2.27292 1.55496  0.26
H: -1.86106 -0.07822 -0.60322  0.21
H: 0.03350 0.77673 1.63291  0.24
H: -1.73719 0.96832 1.77934  0.22
H: -1.15822 1.52925 -0.55509  0.23

(7)
This record from OMol25 describes the molecule C2H4ClNS. The level of theory is ωB97M-V with the def2-TZVPD basis set.

Results
ΔE to the lowest compared entry with this formula, charge and spin ... 47.8 kcal/mol
HOMO ... -8.934 eV
Maximum force ... 6.3 eV Å⁻¹
Gap between HOMO and LUMO ... 9.12 eV
SMILES ... CN(Cl)C=S

Last column: natural (NBO) charge in e.
Positions of all 9 atoms, in Å:
C: -0.25199 1.10438 -0.04093  -0.44
N: -0.45062 -0.30795 0.14956  -0.47
Cl: -1.89871 -1.01893 -0.04583  0.19
C: 0.73357 -1.15953 -0.02779  -0.12
S: 2.25897 -0.65975 -0.22997  -0.04
H: -1.26177 1.48057 -0.36823  0.22
H: -0.16006 1.40021 1.03720  0.22
H: 0.57679 1.37425 -0.65085  0.24
H: 0.45382 -2.21327 0.17684  0.20

(8)
This record from OMol25 describes the molecule C6H10. The level of theory is ωB97M-V with the def2-TZVPD basis set.

Results
ΔE to the lowest compared entry with this formula, charge and spin ... 42.8 kcal/mol
HOMO ... -8.208 eV
Maximum force ... 0.9 eV Å⁻¹
Gap between HOMO and LUMO ... 9.18 eV
SMILES ... C=C/C=C\CC

Last column: natural (NBO) charge in e.
Positions of all 16 atoms, in Å:
C: -2.28772 0.22442 0.51425  -0.40
C: -1.43158 1.24139 0.36481  -0.21
C: -0.13995 1.30202 -0.32444  -0.29
C: 0.51328 0.32481 -0.95887  -0.11
C: 0.54158 -1.11020 -0.59362  -0.45
C: 1.71891 -0.91448 0.44703  -0.59
H: -2.07562 -0.80274 0.23308  0.18
H: -3.28223 0.41329 0.90843  0.20
H: -1.77571 2.22289 0.68663  0.20
H: 0.32220 2.28502 -0.35100  0.20
H: 1.37692 0.58031 -1.56756  0.19
H: 0.79301 -1.79515 -1.41808  0.21
H: -0.35460 -1.51019 -0.10468  0.21
H: 1.27846 -0.90569 1.44567  0.22
H: 2.26767 0.04651 0.38800  0.22
H: 2.46084 -1.69182 0.31349  0.21

Which value of gap between HOMO and LUMO does entry 4 give? 4.55 eV